# 1
{
  "formula": "C5H9NS",
  "method": "ωB97M-V with the def2-TZVPD basis set",
  "e_homo_ev": -8.651,
  "energy_ha": -648.79748,
  "gap_ha": 0.31605,
  "elements": ["C", "C", "C", "S", "C", "N", "C", "H", "H", "H", "H", "H", "H", "H", "H", "H"],
  "xyz": [[0.193, -1.296, 1.096], [0.200, -0.873, -0.367], [1.476, -0.149, -0.771], [3.006, -0.582, -0.973], [0.692, 1.137, -0.863], [-0.543, 0.353, -0.747], [-1.585, 0.857, 0.109], [-0.808, -1.667, 1.383], [0.473, -0.458, 1.751], [0.905, -2.121, 1.272], [-0.042, -1.704, -1.027], [0.810, 1.717, -1.794], [0.891, 1.800, -0.004], [-1.249, 1.071, 1.111], [-2.014, 1.768, -0.345], [-2.404, 0.146, 0.170]],
  "atomic_forces_ev_per_a": [[-0.20, -0.26, 0.33], [0.34, 0.02, -0.15], [0.29, -0.11, 0.16], [-0.30, 0.08, 0.01], [0.10, 0.25, -0.33], [-0.16, 0.02, -0.04], [-0.47, 0.30, -0.75], [0.40, 0.25, -0.07], [-0.11, -0.27, -0.14], [-0.21, 0.39, -0.21], [-0.03, -0.22, 0.05], [-0.05, -0.18, 0.33], [0.02, -0.08, -0.05], [0.16, 0.27, 0.61], [0.27, -0.27, 0.26], [-0.05, -0.19, 0.00]]
}

---

# 2
{
  "formula": "C5H9NS",
  "method": "ωB97M-V with the def2-TZVPD basis set",
  "e_homo_ev": -8.635,
  "energy_ha": -648.68698,
  "gap_ha": 0.30371,
  "elements": ["C", "C", "N", "C", "C", "C", "S", "H", "H", "H", "H", "H", "H", "H", "H", "H"],
  "xyz": [[1.432, 1.577, -0.192], [1.366, 0.386, 0.671], [2.267, -0.753, 0.095], [0.999, -1.414, -0.446], [0.058, -0.515, 0.482], [-1.013, 0.292, -0.292], [-2.626, 0.020, 0.019], [0.999, 2.499, 0.234], [2.500, 2.202, -0.499], [0.934, 1.320, -1.165], [1.384, 0.541, 1.690], [2.729, -0.207, -0.862], [0.942, -2.420, -0.368], [0.746, -0.980, -1.504], [-0.627, -1.050, 1.224], [-0.510, 1.074, -1.067]],
  "atomic_forces_ev_per_a": [[1.95, 3.61, -1.96], [0.07, -2.72, -1.02], [-0.26, 2.70, -3.18], [-0.69, 5.59, -1.26], [-1.32, 0.33, -2.09], [-0.21, -0.23, -0.47], [2.06, 0.80, -0.81], [-0.79, -0.65, -0.09], [-2.20, -2.79, 1.04], [1.25, 0.82, 0.75], [1.31, 0.65, 2.21], [-1.18, -2.27, 3.63], [-0.15, -3.10, 0.11], [0.66, -1.55, 1.46], [2.01, 0.79, -0.08], [-2.51, -2.00, 1.78]]
}

---

# 3
{
  "formula": "C5H9NS2",
  "method": "ωB97M-V with the def2-TZVPD basis set",
  "e_homo_ev": -8.593,
  "energy_ha": -1046.87961,
  "gap_ha": 0.33970,
  "elements": ["C", "N", "S", "C", "C", "C", "C", "S", "H", "H", "H", "H", "H", "H", "H", "H", "H"],
  "xyz": [[-2.850, -1.802, 0.183], [-1.863, -0.864, 0.120], [-1.928, 0.251, -1.159], [-0.922, 1.302, -0.121], [0.411, 0.774, 0.276], [1.543, 0.410, -0.594], [2.615, -0.304, 0.237], [1.844, -1.333, -0.903], [-3.721, -2.205, -0.639], [-2.746, -2.324, 1.275], [-0.511, 2.143, -0.851], [-1.338, 1.931, 0.618], [0.362, -0.236, 0.745], [0.808, 1.624, 0.930], [2.253, 1.126, -1.289], [2.362, -0.393, 1.234], [3.682, -0.100, -0.060]],
  "atomic_forces_ev_per_a": [[2.36, 0.58, 1.40], [-5.49, -4.05, -0.44], [0.57, 0.11, 0.90], [2.48, 2.94, -4.68], [0.74, -0.05, 2.16], [4.24, 1.32, -2.22], [1.92, 1.31, -1.85], [-1.13, -1.09, -1.39], [2.59, 1.63, 2.29], [-0.67, 0.72, -3.07], [-1.26, -1.18, 0.84], [-1.21, -0.18, 1.10], [-0.73, 1.08, 0.92], [-0.32, -1.40, -0.16], [-2.81, -1.41, 1.27], [-0.08, -0.38, 2.07], [-1.21, 0.03, 0.85]]
}

---

# 4
{
  "formula": "C5H9NS2",
  "method": "ωB97M-V with the def2-TZVPD basis set",
  "e_homo_ev": -8.040,
  "energy_ha": -1046.95936,
  "gap_ha": 0.31918,
  "elements": ["N", "C", "C", "C", "S", "C", "C", "S", "H", "H", "H", "H", "H", "H", "H", "H", "H"],
  "xyz": [[-2.417, 1.126, 0.888], [-2.185, -0.388, 0.900], [-0.715, -0.620, 1.290], [0.243, -0.370, 0.416], [1.984, -0.661, 0.803], [2.600, 0.192, -0.607], [1.674, -0.089, -1.813], [0.024, 0.156, -1.212], [-3.431, 1.216, 0.693], [-1.942, 1.535, 0.179], [-2.382, -0.896, -0.001], [-2.794, -0.871, 1.849], [-0.841, -0.923, 2.255], [3.614, -0.226, -0.787], [2.960, 1.159, -0.265], [1.788, -1.016, -2.014], [1.820, 0.677, -2.574]],
  "atomic_forces_ev_per_a": [[-3.37, -3.52, 2.71], [0.26, 1.12, 3.51], [-2.52, 0.99, -2.86], [1.67, -0.92, 1.57], [-1.09, -0.55, 0.57], [2.28, -0.36, -0.30], [0.16, 7.02, 3.02], [-1.54, 0.63, -0.58], [0.88, 0.38, 0.11], [1.89, 1.45, -2.82], [-0.77, -0.55, -1.26], [1.00, 1.34, -2.77], [1.84, -0.77, 2.65], [-0.60, -0.44, -0.26], [-1.18, 0.85, -0.72], [0.94, -6.12, -2.21], [0.14, -0.55, -0.37]]
}